[1]
C42H36AsIrN2OSSi as an isolated structure in a non-equilibrium geometry. Source: the Open Molecules 2025 dataset; level of theory: ωB97M-V/def2-TZVPD.

Geometry as ORCA input:
```
! wB97M-V def2-TZVPD RIJCOSX def2/J DEFGRID3
* xyz -1 2
C 4.172 0.308 1.781
C -0.304 9.448 -0.517
H -0.035 0.467 -2.141
C 4.006 0.348 0.402
C 2.739 0.529 -0.111
H -0.226 1.658 -4.289
H 2.565 0.586 -1.180
H -6.236 0.979 -2.187
H 5.302 1.988 4.434
H -1.616 7.746 -2.083
H -1.619 5.282 -1.854
H -0.987 -3.223 -4.129
C -0.274 5.259 -0.182
H 1.193 1.296 5.547
C 3.704 -5.182 -1.588
C 3.070 0.422 2.636
C -4.069 -4.942 -0.398
H -4.958 -5.475 -0.093
H 0.721 -4.800 -3.154
C -4.472 0.156 1.150
C -0.899 -1.479 -5.368
C -1.032 7.260 -1.311
C 2.439 -3.411 -0.572
H 2.131 0.383 6.720
H 4.594 -5.793 -1.626
C -0.473 -1.466 -2.996
C 1.524 -4.628 -2.446
H -0.770 -5.469 -0.976
H 1.167 -0.449 5.510
O 0.012 -1.527 -0.040
H 1.081 8.035 1.245
C -0.791 -2.157 -4.173
H 4.387 -4.003 0.074
C -2.866 -5.625 -0.534
C 1.807 0.411 5.680
H -3.964 -0.062 2.077
Ir -0.362 0.694 0.269
H 5.315 -1.141 4.463
C -4.368 0.862 -1.183
H -7.555 0.259 -0.226
H -3.005 -1.828 -1.203
H -3.787 1.180 -2.038
N -0.329 10.602 -0.590
S 0.333 0.702 2.864
C 0.495 7.421 0.572
H 1.078 5.573 1.462
C -1.767 -3.580 -1.149
H 4.542 2.041 6.011
H 2.774 -6.158 -3.254
H -5.050 -3.039 -0.513
C -5.730 0.750 -1.257
H 5.161 0.188 2.194
C -0.277 8.055 -0.424
C 0.497 6.056 0.688
C -5.831 0.055 1.046
C -0.690 -0.107 -5.423
C -0.317 3.864 -0.044
N 1.670 0.655 0.676
C 3.581 -4.175 -0.628
C -3.668 0.559 0.031
H -0.785 0.418 -6.361
C -0.248 -0.090 -3.065
C -1.717 -4.942 -0.889
H 2.330 -2.634 0.178
C 4.344 1.979 4.945
C -2.976 -2.898 -1.013
H 4.542 -1.179 6.031
H -2.828 -6.691 -0.348
H -1.158 -2.020 -6.268
C 2.672 -5.389 -2.498
C -2.314 0.599 0.145
H 4.848 0.250 -0.265
C -4.120 -3.577 -0.635
C -6.481 0.344 -0.155
C -1.029 5.896 -1.188
C -0.395 2.647 0.060
Si 3.320 0.418 4.518
H -6.412 -0.249 1.908
H 3.817 2.884 4.657
As -0.168 -2.476 -1.361
C 1.378 -3.638 -1.458
C 1.826 0.583 2.014
H 3.836 -2.048 4.684
C 4.352 -1.134 4.963
C -0.369 0.588 -4.259
*
```

Summary:
⟨S²⟩   1.177
Energy relative to the best compared isomer or geometry (same formula, charge and spin)   71.4 kcal per mole
Frontier orbital gap (spin up / spin down)   5.1913 / 5.4657 eV



[2]
C42H36BCrF3O6 as an isolated structure in a non-equilibrium geometry. Source: the Open Molecules 2025 dataset; level of theory: ωB97M-V/def2-TZVPD.

Geometry as ORCA input:
```
! wB97M-V def2-TZVPD RIJCOSX def2/J DEFGRID3
* xyz 3 4
H -3.192 -2.014 1.000
H -2.447 -3.765 -3.369
C 4.365 -1.975 3.645
H -0.641 -2.687 1.142
H -3.647 2.273 1.318
C 2.162 -1.722 2.614
C -2.388 -4.374 -1.287
C 1.068 2.095 1.025
H 2.873 0.438 -4.965
C 2.443 2.113 0.908
C -3.371 0.179 0.762
H -2.724 7.042 -0.843
F 5.024 2.345 -1.540
F 4.836 3.958 -0.076
H -0.913 3.713 2.493
H 0.241 2.695 -2.231
C 4.491 2.660 -0.327
H -5.410 -0.906 -1.081
C 3.011 2.486 -0.299
C 0.078 0.189 -3.016
H -5.239 1.878 -0.826
C -2.062 -3.563 -2.373
H -3.556 1.137 2.669
O 6.019 -3.491 0.526
C 1.739 -2.877 3.312
F 5.131 1.887 0.606
C 0.310 2.588 -0.041
C 3.496 -1.308 2.771
C 1.337 -1.107 1.573
C -3.786 -1.163 1.379
C 2.812 -0.221 -2.902
H 2.452 -0.875 -0.862
H 4.605 -3.614 5.037
C -0.117 -0.719 -0.634
H -1.076 -1.786 -3.034
C 2.608 -3.548 4.183
C 2.247 0.220 -4.095
H 0.723 -3.246 3.160
H -3.005 -5.262 -1.440
C 2.021 -0.527 -1.801
H 2.766 2.977 -2.367
C -1.047 -2.958 0.162
H -3.599 2.556 -0.690
C -0.790 3.394 0.309
C -1.847 -4.083 -0.034
C 5.106 -3.331 1.231
H 5.400 -1.639 3.740
H -1.948 6.137 1.753
C 3.695 -5.259 2.122
C -3.930 1.268 1.648
C -3.655 0.382 -0.805
C 2.720 -3.581 0.515
C -0.807 -2.082 -0.906
H -4.396 -0.643 -2.526
C 0.862 0.381 -4.160
C -4.384 -0.783 -1.441
Cr 3.488 -3.359 2.225
O 3.882 -6.380 1.867
B -1.495 -0.062 -0.399
H -3.094 5.692 -1.931
H 0.375 0.691 -5.085
O -1.337 4.077 -0.747
O -2.331 0.311 -1.410
H 3.844 -0.456 2.183
C -1.275 -2.437 -2.182
H -3.579 -1.083 2.456
H 3.075 1.811 1.734
H -0.988 0.420 -3.055
C 2.249 2.758 -1.433
O 2.346 -3.770 -0.574
H -3.794 -1.687 -1.240
H 0.517 1.720 1.889
C 0.639 -0.809 0.628
C -4.198 1.761 -1.158
C -2.324 6.130 -1.284
H -5.032 1.199 1.659
H 2.275 -4.458 4.690
H -4.168 1.964 -2.237
H -2.075 -4.722 0.816
O -1.931 0.224 0.869
H -4.863 -1.369 1.267
C 0.655 -0.294 -1.834
H 3.887 -0.298 -2.783
C -1.123 4.069 1.492
C -1.894 5.222 -0.255
H -1.473 6.378 -1.937
C -1.720 5.294 1.113
C 3.919 -3.086 4.365
C 0.879 2.666 -1.342
*
```

Summary:
⟨S²⟩   3.816
Energy relative to the best compared isomer or geometry (same formula, charge and spin)   0.0 kcal per mole
Frontier orbital gap (spin up / spin down)   7.9021 / 4.3805 eV



[3]
A 7-piece molecular cluster, C42H36BrF15O4S2 overall in a non-equilibrium geometry. Source: the Open Molecules 2025 dataset; level of theory: ωB97M-V/def2-TZVPD.

Geometry as ORCA input:
```
! wB97M-V def2-TZVPD RIJCOSX def2/J DEFGRID3
* xyz 0 1
H 0.687 2.952 -2.531
H -7.883 8.327 3.602
F -5.673 6.988 3.855
C 6.022 -0.970 4.321
H -8.157 4.285 6.474
H -2.216 -4.601 -3.059
F 0.669 2.136 -4.957
F 7.373 -4.750 -5.150
H 7.733 -2.528 -6.443
C -9.167 7.088 4.824
C -0.708 -6.583 -6.033
C 1.645 -2.859 1.887
C 0.960 0.668 -4.748
H 8.159 -0.764 4.131
C 6.420 -3.633 3.574
C 0.606 -1.661 3.718
C -6.833 6.651 4.434
H -0.202 0.281 3.219
C -2.644 4.819 5.393
C -8.101 5.167 5.841
C 0.610 0.629 -1.998
F -0.768 0.875 -6.542
H -1.066 3.901 6.541
C -3.845 -1.076 0.291
C -0.908 -5.206 -6.145
C 1.275 -2.786 3.233
H 5.869 0.065 4.617
C -1.041 -7.240 -4.849
C 6.818 -2.571 -5.861
Br -4.987 -2.189 -0.945
C 6.524 -3.714 -5.126
S -1.548 2.311 0.152
F 0.106 5.049 2.341
O -2.212 0.829 0.676
H -4.021 5.754 4.018
C -9.237 5.953 5.632
H -2.340 5.904 2.179
C 1.338 -1.807 1.025
H 6.149 -0.599 -6.418
F 4.095 -3.987 3.740
F 0.386 0.325 0.691
H 3.923 -1.486 4.410
C 4.765 -1.569 -5.076
S -0.570 -0.259 -5.226
F -1.947 -1.094 -5.819
O -1.208 2.298 -1.541
C 4.481 -2.718 -4.338
C 0.310 -0.604 2.857
F -1.621 0.657 -4.234
H 4.076 -0.727 -5.057
C -1.446 -4.484 -5.077
H -0.884 -8.308 -4.741
H 2.169 -3.735 1.513
C 5.362 -3.799 -4.367
C -0.790 4.974 3.334
C 1.610 0.367 -3.290
H 8.512 -3.129 3.458
O -2.647 3.408 0.435
C 0.676 -0.688 1.519
H -3.435 0.685 -1.114
H 1.220 0.244 -1.047
H -0.644 -4.692 -7.067
F 2.028 0.353 -5.770
H -0.375 -0.007 -2.020
F 2.354 -0.946 -3.195
C 7.310 -1.438 4.049
H -10.178 5.678 6.102
H -6.004 4.912 5.377
C -0.419 4.407 4.549
H 0.589 4.027 4.678
F 2.707 1.397 -3.118
H -3.372 4.758 6.199
H 1.511 -3.609 3.904
C -3.010 5.381 4.167
H 5.152 -4.704 -3.807
C 0.280 2.212 -1.718
H -10.053 7.696 4.659
C 5.141 -3.157 3.841
O -3.296 -1.655 1.394
C -7.957 7.443 4.226
F -1.907 -7.146 -2.657
H 6.559 -4.672 3.292
F 0.394 -1.200 -6.339
C -3.511 0.542 0.046
C 7.509 -2.768 3.674
C -6.894 5.515 5.234
C 4.932 -1.833 4.211
H -0.293 -7.143 -6.867
H 1.609 -1.850 -0.025
H -4.422 1.121 0.505
C -1.350 4.334 5.585
H 0.316 -1.608 4.764
C -1.582 -6.514 -3.793
C -2.076 5.463 3.135
C 5.932 -1.494 -5.841
H 3.574 -2.772 -3.740
C -1.789 -5.143 -3.896
H 0.750 2.579 -0.684
H -1.597 -3.411 -5.165
F -0.365 -1.516 -4.092
*
```

Summary:
Frontier orbital gap   6.3668 eV



[4]
C42H36Co2N2O5P as an isolated structure in a non-equilibrium geometry. Source: the Open Molecules 2025 dataset; level of theory: ωB97M-V/def2-TZVPD.

Geometry as ORCA input:
```
! wB97M-V def2-TZVPD RIJCOSX def2/J DEFGRID3
* xyz -1 1
H 4.347 -5.358 3.335
H -5.504 3.409 4.088
H -2.921 1.531 -5.566
C -5.495 2.596 2.078
H 7.172 -0.151 0.543
H 4.936 -1.086 0.037
P 2.368 -1.132 1.623
O -1.724 -0.405 4.299
C 5.117 -0.610 1.001
C 1.624 1.683 1.080
H -4.422 2.369 -3.060
C -1.170 -1.311 -3.100
C 2.618 -0.790 -1.134
H 2.623 0.278 -0.895
H 2.192 -3.831 0.347
C -4.143 2.560 -4.097
C 2.471 -4.892 4.320
H -0.076 1.610 -4.472
C -2.303 4.133 -4.490
C -1.506 0.462 0.494
C -1.525 -0.326 -4.020
Co 0.918 0.337 1.891
H -4.325 0.674 -2.352
C -3.369 0.194 -2.570
C 3.469 -3.539 2.577
C 2.777 -2.565 -2.765
C 6.382 -0.082 1.291
C -2.858 1.798 -4.485
H -0.972 -0.202 -4.954
H -5.166 1.758 0.101
C -3.803 4.048 -4.189
N -2.903 -0.593 -1.599
C -0.612 -2.591 1.177
C 2.382 -3.097 -0.435
O 1.234 0.642 4.762
C 1.404 -3.995 4.407
O 2.115 2.564 0.501
C -1.307 -0.518 3.219
C 2.573 -3.509 -1.757
H -1.770 4.818 -3.813
H 7.610 0.938 2.750
H 0.599 -4.161 5.125
H 2.499 -5.771 4.966
C -0.183 0.114 0.329
H 0.302 0.016 -0.642
H 0.519 -2.169 3.644
C 1.358 -2.875 3.571
C 4.354 0.032 3.205
C 1.069 0.514 3.618
C -1.916 -1.424 -1.912
H -3.067 2.954 4.458
H -4.384 4.545 -4.964
H -6.566 2.737 1.933
N -1.809 2.789 -4.317
H -4.974 2.250 -4.735
H 0.158 3.373 -4.534
H -4.011 4.540 -3.236
C -0.499 2.548 -4.842
C -2.513 1.300 0.159
C -4.906 2.952 3.300
C -4.723 2.061 1.053
H -2.142 4.501 -5.522
C 2.473 -1.739 -0.109
H -1.696 2.015 2.626
H 2.947 -2.889 -3.792
C -3.544 2.715 3.508
C 2.761 -1.203 -2.460
Co -1.082 -0.946 1.496
C -2.610 0.509 -3.724
H 5.788 1.039 4.456
C -2.770 2.169 2.487
H -0.311 -1.967 -3.231
C 2.385 -2.650 2.648
C 4.086 -0.530 1.947
H 4.281 -3.349 1.872
H 2.870 -0.451 -3.243
C -2.720 -1.518 1.488
C 3.507 -4.665 3.406
H -1.667 -2.210 -1.193
H 3.578 0.048 3.972
H -2.636 1.707 -0.848
H 2.562 -4.575 -1.986
C -3.335 1.847 1.233
O -3.815 -1.888 1.570
O -0.438 -3.725 0.988
C 5.610 0.576 3.485
H -0.474 2.513 -5.949
C 6.627 0.520 2.528
*
```

Summary:
Frontier orbital gap   6.1555 eV



[5]
C42H36N4O2PtS3 as an isolated structure. Source: the Open Molecules 2025 dataset; level of theory: ωB97M-V/def2-TZVPD.

Geometry as ORCA input:
```
! wB97M-V def2-TZVPD RIJCOSX def2/J DEFGRID3
* xyz 2 1
H 5.243 -3.562 -2.352
C -1.079 0.198 0.032
H 2.627 -6.619 1.313
H -4.228 5.258 3.011
C 3.785 -2.764 -1.026
S -0.190 -1.026 1.003
H 5.598 -3.840 -0.640
H -1.939 3.428 6.115
C 2.576 -5.543 1.214
C -3.061 1.365 -1.506
N 5.224 1.061 -1.822
C -2.036 -6.209 -1.505
C -2.247 -4.341 0.163
H -1.243 -6.721 -2.046
S 4.317 0.029 0.418
C 1.876 -3.402 1.994
H 5.843 -2.244 -1.349
N 2.423 -2.784 0.938
H -2.362 -2.700 1.553
H -3.134 -4.825 0.552
C -0.298 2.138 4.471
C -0.687 -2.538 0.219
H 3.725 -5.466 -0.605
C 0.546 3.623 -0.351
H -4.270 1.993 1.598
H 1.555 2.150 -3.779
C -5.320 2.313 -0.208
S 1.513 1.511 1.048
H -3.105 3.909 1.347
C 0.701 3.830 -2.759
C 1.474 1.816 -1.667
H 1.380 -2.772 2.722
N 3.108 -1.780 -1.483
C 0.342 4.346 -1.511
C 3.082 -3.531 0.031
H -2.104 0.399 -3.192
C -2.904 3.724 2.389
C -1.239 1.901 1.815
C 5.201 -3.123 -1.352
H 5.565 1.795 -1.221
C 1.274 2.562 -2.817
C 3.182 -4.905 0.143
H 0.933 -2.623 -1.199
H 0.432 4.010 -4.887
C -1.827 -3.148 0.726
O 2.579 2.249 1.709
C -3.244 4.339 4.698
N 3.906 -0.799 -2.103
C 0.500 4.643 -4.004
C -3.526 4.499 3.329
C -5.295 2.270 -1.613
H 1.468 -5.217 3.035
H 0.155 -4.746 -2.183
C -4.190 1.779 -2.247
C -1.549 -4.930 -0.890
H 0.010 2.128 5.508
C 4.471 0.101 -1.295
C 0.037 -3.103 -0.821
H 0.292 4.045 0.612
H -6.170 2.558 -2.180
H 1.585 1.502 3.717
O -0.681 -1.068 2.376
C -3.004 1.601 -0.109
C -4.206 1.999 0.522
H 1.339 5.326 -4.148
H -6.234 2.580 0.305
H -2.841 -6.001 -2.213
H -0.553 -0.871 -1.781
H 3.812 -0.663 -3.099
C 0.097 1.672 2.158
C -2.063 0.569 -2.124
H -4.187 1.636 -3.320
H -0.404 5.247 -3.939
Pt 2.037 -0.668 0.787
C 1.092 2.347 -0.447
C -1.941 2.754 2.758
C 1.929 -4.774 2.164
C -2.244 3.494 5.078
C -1.187 -0.113 -1.345
H -2.436 -6.883 -0.749
C 0.557 1.745 3.490
H 5.504 1.066 -2.790
H -0.092 5.336 -1.450
H 1.905 0.821 -1.718
H -3.773 4.930 5.434
C -1.522 2.751 4.114
C -1.787 1.254 0.609
C -0.401 -4.296 -1.369
*
```

Summary:
Energy relative to the best compared isomer or geometry (same formula, charge and spin)   62.9 kcal per mole
Frontier orbital gap   6.4837 eV